Below is the molecule C27H30N4O4 in a non-equilibrium geometry, with properties calculated with wB97M-V/def2-TZVPD.

SMILES string: Cc1cccc(N(C(=O)CNC(=O)c2ccco2)[C@@H](C(=O)NC2CCCC2)c2cccnc2)c1C
Calculated total energy, Ha: -1566.915282
LUMO, eV: 0.69
Kohn-Sham gap, eV: 9.7
HOMO energy, eV: -9.1
Energy above the lowest of the compared OMol25 structures with the same formula, charge and spin, eV: 1.170
Multiplicity: 1

Atoms and positions in Å:
C (4.29705, 2.89931, 2.28845)
C (2.83260, 2.69363, 2.52228)
C (2.17566, 3.41152, 3.51162)
C (0.81888, 3.25367, 3.73385)
C (0.09775, 2.37509, 2.94986)
C (0.74642, 1.65234, 1.95770)
C (2.11792, 1.78193, 1.73730)
C (2.80707, 0.99603, 0.66593)
H (2.18394, 0.17629, 0.31771)
H (3.74470, 0.58459, 1.03302)
H (3.03028, 1.63697, -0.18877)
N (-0.02772, 0.74752, 1.17255)
C (-0.47111, 1.04178, -0.06299)
O (-1.11542, 0.25917, -0.74237)
C (-0.13200, 2.43572, -0.58497)
N (-0.06163, 2.42640, -2.02218)
C (1.12865, 2.49805, -2.66372)
O (2.18357, 2.74482, -2.10270)
C (1.04048, 2.30211, -4.11815)
C (2.02525, 2.36619, -5.07055)
C (1.39747, 2.09529, -6.30479)
C (0.08214, 1.88527, -6.01627)
O (-0.14569, 2.00643, -4.70286)
H (-0.75827, 1.64990, -6.63962)
H (1.85808, 2.06116, -7.27043)
H (3.05789, 2.58230, -4.89190)
H (-0.85808, 2.04223, -2.50986)
H (0.82720, 2.79237, -0.21139)
H (-0.92561, 3.11396, -0.25042)
C (-0.49218, -0.46764, 1.84353)
C (0.35438, -1.66653, 1.52479)
C (0.62139, -2.07367, 0.21746)
C (1.41310, -3.19052, 0.00773)
C (1.91048, -3.86536, 1.11248)
N (1.66240, -3.49202, 2.35601)
C (0.91118, -2.42532, 2.55233)
H (0.74258, -2.15814, 3.58826)
H (2.53453, -4.74221, 1.00278)
H (1.63878, -3.52705, -0.99236)
H (0.20947, -1.52523, -0.61675)
H (-0.42667, -0.26927, 2.92044)
C (-2.00894, -0.61035, 1.53842)
O (-2.75244, 0.30922, 1.80457)
N (-2.39875, -1.80383, 1.07442)
H (-1.69439, -2.45563, 0.76522)
C (-3.73300, -2.03940, 0.56242)
C (-3.74149, -1.97013, -0.96758)
C (-3.23444, -3.34555, -1.42239)
C (-3.47716, -4.30811, -0.24221)
H (-4.09450, -5.15582, -0.53569)
H (-2.53115, -4.70835, 0.12585)
C (-4.16397, -3.47638, 0.84872)
H (-5.24739, -3.54547, 0.75374)
H (-3.88551, -3.79400, 1.85233)
H (-2.17230, -3.29839, -1.66372)
H (-3.75666, -3.67602, -2.31906)
H (-4.76106, -1.80156, -1.31319)
H (-3.11321, -1.15521, -1.32210)
H (-4.37979, -1.28960, 1.02197)
H (-0.96549, 2.24173, 3.08481)
H (0.32467, 3.82097, 4.50758)
H (2.73638, 4.10948, 4.11628)
H (4.85465, 1.99023, 2.51287)
H (4.48126, 3.15375, 1.24601)
H (4.67778, 3.69935, 2.91774)

Force components x, y, z for each atom (eV/Å):
0.0 0.0 0.0
-0.1 0.1 0.1
0.0 0.0 0.0
-0.1 0.0 0.0
0.0 0.0 0.0
0.3 0.3 0.2
-0.2 -0.1 0.1
0.0 0.0 -0.1
0.1 0.0 0.0
0.1 -0.1 0.0
0.0 0.0 -0.1
-0.1 -0.2 0.4
0.3 0.4 -0.2
-0.1 0.0 -0.2
0.1 0.0 -0.1
-0.4 -0.1 0.1
-0.3 0.1 0.1
0.1 0.0 -0.2
1.2 0.1 -0.6
-0.5 0.0 0.8
-0.6 -0.1 0.0
0.5 0.0 -0.7
-0.3 0.0 0.4
-0.2 0.0 0.0
0.0 0.0 -0.2
0.2 0.1 0.1
0.1 0.0 0.0
-0.2 0.0 0.0
0.1 0.0 0.1
-0.4 0.0 -0.2
0.2 -0.2 0.0
0.1 -0.1 0.1
-0.1 0.1 0.1
0.0 -0.1 -0.2
0.3 -0.4 0.4
-0.3 0.4 -0.2
-0.1 0.1 0.1
0.0 -0.1 -0.1
0.0 0.0 -0.1
0.0 0.1 0.0
-0.1 0.0 -0.2
0.4 -0.2 0.3
-0.2 0.3 0.0
-0.1 -0.5 -0.1
0.1 0.1 0.1
-0.4 0.2 0.1
0.0 0.1 0.0
0.0 0.0 -0.1
0.0 -0.1 0.0
0.1 -0.1 0.0
0.0 -0.1 0.0
0.0 0.1 0.0
-0.1 0.0 0.0
-0.1 0.0 0.1
0.0 0.0 -0.1
0.1 0.0 -0.1
-0.1 0.0 0.0
-0.1 0.1 0.0
0.1 -0.1 -0.1
-0.1 0.0 0.0
-0.1 0.1 0.1
0.1 0.1 0.1
0.1 0.0 0.0
0.1 0.0 -0.1
0.1 0.0 0.0